# 1
ORCA calculation (ωB97M-V/def2-TZVPD) on a structure of composition C21H31Cl5P2Sn in a non-equilibrium geometry.

The geometry in XYZ format:
```
60
Properties=species:S:1:pos:R:3:lowdin_charge:R:1
P 0.141 -1.870 -3.272 1.040
P 0.372 1.378 -3.096 0.904
C -0.136 -0.856 -4.788 -0.358
C 0.539 0.526 -4.735 -0.396
H -1.224 -0.760 -4.914 0.094
H 0.254 -1.465 -5.616 0.102
H 1.616 0.440 -4.937 0.085
H 0.106 1.208 -5.481 0.091
C -1.315 2.085 -3.293 -0.254
H -1.494 2.785 -2.467 0.056
H -2.077 1.297 -3.259 0.041
H -1.367 2.614 -4.253 0.055
C 1.375 2.880 -3.330 -0.258
H 1.015 3.439 -4.202 0.055
H 2.425 2.594 -3.470 0.049
H 1.292 3.497 -2.426 0.050
C -0.888 -3.348 -3.480 -0.211
H -0.745 -3.996 -2.608 0.059
H -0.590 -3.871 -4.397 0.073
H -1.941 -3.047 -3.534 0.061
C 1.819 -2.520 -3.619 -0.209
H 2.561 -1.713 -3.570 0.061
H 1.822 -2.971 -4.620 0.072
H 2.067 -3.281 -2.868 0.066
Sn 1.219 -0.650 4.347 1.093
C 0.588 1.380 0.267 -0.128
C -0.743 1.262 0.160 -0.109
C -1.543 0.306 -0.675 -0.246
C -1.966 -1.014 -0.001 -0.173
C -0.886 -2.055 0.077 -0.114
C 0.444 -1.938 -0.083 -0.116
C 1.199 -0.859 -0.798 -0.311
C 1.687 0.402 -0.049 -0.182
C 0.516 -2.545 5.180 -0.351
H 0.947 2.284 0.783 0.109
H -1.349 2.019 0.689 0.113
H -0.991 0.054 -1.594 0.003
H -2.451 0.833 -1.020 0.115
H -2.349 -0.799 1.017 0.113
H -2.820 -1.430 -0.564 0.117
H -1.238 -3.008 0.498 0.111
H 1.068 -2.763 0.300 0.114
H 0.533 -0.462 -1.601 -0.068
H 2.067 -1.308 -1.315 0.095
H 2.217 0.102 0.870 0.097
H 2.442 0.905 -0.687 0.112
H 1.173 -2.762 6.035 -0.003
H 0.660 -3.286 4.382 -0.008
H -0.530 -2.514 5.510 -0.024
Cl -1.738 -0.226 4.420 0.742
C -0.994 0.924 5.495 -0.654
C 0.394 0.958 5.545 -0.440
C 1.058 1.922 6.320 -0.654
Cl 2.770 1.922 6.378 0.815
C 0.307 2.881 7.037 -0.634
Cl 1.086 4.158 7.867 0.823
C -1.112 2.786 7.049 -0.670
Cl -2.035 3.877 7.985 0.774
C -1.775 1.826 6.245 -0.626
Cl -3.483 1.776 6.166 0.836
```

Total charge   +2
Energy relative to the best compared isomer or geometry (same formula, charge and spin)   150.2 kJ/mol
LUMO energy (spin up / spin down)   -8.0 / -9.9 eV
Kohn-Sham gap (spin up / spin down)   5.1 / 3.1 eV

# 2
ORCA calculation (ωB97M-V/def2-TZVPD) on a structure of composition C21H31F5OP2Sn in a non-equilibrium geometry.

The geometry in XYZ format:
```
61
Properties=species:S:1:pos:R:3:lowdin_charge:R:1
P -1.086 -2.204 -1.071 0.799
P -0.347 1.450 -1.805 0.998
C -1.828 -1.028 -2.364 -0.439
C -0.827 0.059 -2.884 -0.334
H -2.747 -0.561 -1.963 0.001
H -2.115 -1.668 -3.219 0.092
H 0.120 -0.399 -3.227 0.057
H -1.291 0.526 -3.772 0.114
C -1.821 2.419 -1.425 -0.187
H -1.671 2.948 -0.475 0.063
H -2.692 1.757 -1.343 0.037
H -1.983 3.152 -2.229 0.075
C 0.494 2.524 -3.073 -0.209
H -0.196 2.751 -3.899 0.063
H 1.391 2.049 -3.496 0.062
H 0.819 3.472 -2.622 0.065
C -1.981 -3.836 -0.947 -0.259
H -1.721 -4.314 0.016 0.048
H -1.617 -4.501 -1.748 0.050
H -3.076 -3.765 -1.027 0.057
C -0.056 -2.892 -2.508 -0.258
H 0.550 -2.096 -2.950 0.000
H -0.744 -3.272 -3.285 0.072
H 0.625 -3.693 -2.204 0.067
Sn -2.673 -0.856 0.775 1.232
C 2.740 1.982 -1.009 -0.030
C 1.462 1.780 -0.491 -0.248
C 1.026 0.664 0.441 -0.229
C 1.770 -0.701 0.376 -0.193
C 2.101 -1.307 -0.932 -0.112
C 2.624 -0.741 -2.058 -0.104
C 3.945 -0.067 -1.972 -0.153
C 3.917 1.094 -0.937 -0.151
C -2.044 -2.171 2.431 -0.298
H 2.927 2.996 -1.377 0.130
H 1.000 2.726 -0.171 0.122
H -0.060 0.434 0.290 0.019
H 1.030 1.050 1.482 0.110
H 2.621 -0.653 1.060 0.116
H 1.105 -1.441 0.856 0.093
H 1.736 -2.322 -1.004 0.072
H 2.274 -0.976 -3.069 0.101
H 4.279 0.309 -2.947 0.121
H 4.708 -0.768 -1.613 0.131
H 3.958 0.623 0.058 0.121
H 4.798 1.747 -1.075 0.134
H -1.346 -1.625 3.088 -0.001
H -1.505 -2.992 1.928 -0.021
H -2.850 -2.577 3.077 0.023
F -0.486 1.432 7.300 0.194
C -0.912 1.355 6.021 -0.035
C -0.272 2.093 5.018 -0.084
F 0.706 2.956 5.366 0.160
C -0.643 1.935 3.699 -0.076
F 0.005 2.658 2.748 0.124
C -1.645 1.014 3.306 -0.202
O -1.819 0.739 2.032 -0.215
C -2.413 0.454 4.365 -0.082
F -3.544 -0.253 4.080 0.117
C -2.023 0.574 5.689 -0.076
F -2.695 -0.046 6.690 0.159
```

Total charge   +2
Energy relative to the best compared isomer or geometry (same formula, charge and spin)   236.3 kJ/mol
LUMO energy (spin up / spin down)   -7.7 / -9.4 eV
Kohn-Sham gap (spin up / spin down)   6.2 / 4.3 eV

# 3
ORCA calculation (ωB97M-V/def2-TZVPD) on a structure of composition C21H31F5OsP2S in a non-equilibrium geometry.

The geometry in XYZ format:
```
61
Properties=species:S:1:pos:R:3:lowdin_charge:R:1
P 0.191 -2.676 -0.121 0.803
P -0.761 2.863 1.497 0.674
C -0.727 0.529 -0.338 -0.429
C -0.164 1.925 -0.005 -0.378
H -0.692 -0.146 0.533 -0.030
H -1.781 0.594 -0.664 0.040
H 0.933 1.868 0.104 0.092
H -0.384 2.615 -0.839 0.084
C -2.217 3.814 1.060 -0.194
H -2.496 4.459 1.905 0.078
H -3.060 3.153 0.818 0.078
H -1.983 4.439 0.186 0.086
C 0.528 3.864 2.186 -0.185
H 0.833 4.598 1.424 0.095
H 1.386 3.243 2.468 0.056
H 0.157 4.391 3.076 0.085
C -1.371 -3.627 -0.161 -0.259
H -1.383 -4.407 0.615 0.059
H -1.476 -4.086 -1.154 0.046
H -2.206 -2.930 0.003 0.048
C 1.509 -3.886 -0.501 -0.259
H 2.437 -3.328 -0.694 0.052
H 1.240 -4.456 -1.402 0.059
H 1.666 -4.570 0.345 0.059
Os -0.081 -0.565 -2.081 1.480
C 0.547 0.962 -3.089 -0.388
C -0.886 0.722 -3.301 -0.385
C -1.390 0.096 -4.578 -0.180
C -0.958 -1.380 -4.734 -0.174
C -0.304 -1.960 -3.493 -0.371
C 1.108 -1.712 -3.213 -0.384
C 1.939 -0.875 -4.166 -0.182
C 1.546 0.618 -4.170 -0.174
C 0.461 -2.182 1.620 -0.268
H 0.785 1.869 -2.527 0.092
H -1.553 1.485 -2.889 0.107
H -1.102 0.693 -5.456 0.122
H -2.488 0.128 -4.542 0.116
H -1.861 -1.978 -4.928 0.119
H -0.308 -1.493 -5.614 0.119
H -0.710 -2.931 -3.173 0.094
H 1.653 -2.521 -2.710 0.073
H 1.900 -1.283 -5.187 0.120
H 2.991 -0.940 -3.851 0.116
H 2.450 1.214 -3.979 0.117
H 1.180 0.928 -5.159 0.120
H 0.921 -1.182 1.628 0.021
H 1.144 -2.888 2.115 0.057
H -0.492 -2.129 2.166 0.049
F 1.614 0.377 7.822 0.203
C 0.974 0.565 6.655 -0.037
C 1.676 1.008 5.528 -0.080
F 3.003 1.245 5.627 0.163
C 1.009 1.179 4.319 -0.162
F 1.772 1.262 3.178 0.075
C -0.388 1.102 4.244 -0.333
S -1.456 1.443 2.839 0.982
C -1.052 0.563 5.361 -0.185
F -2.361 0.241 5.234 0.113
C -0.395 0.297 6.555 -0.082
F -1.066 -0.219 7.605 0.167
```

Total charge   +2
2S+1   5
Energy relative to the best compared isomer or geometry (same formula, charge and spin)   0.0 kJ/mol
LUMO energy (spin up / spin down)   -7.4 / -11.3 eV
Kohn-Sham gap (spin up / spin down)   2.4 / 2.6 eV

# 4
ORCA calculation (ωB97M-V/def2-TZVPD) on the molecule C21H31FN4O2 in a non-equilibrium geometry.

The geometry in XYZ format:
```
59
Properties=species:S:1:pos:R:3:lowdin_charge:R:1
O -5.179 -0.959 0.791 -0.074
C -4.045 -0.581 0.182 -0.426
C -4.016 0.868 0.058 -0.107
C -2.987 1.264 1.138 -0.011
N -2.329 2.680 0.726 -0.226
C -2.859 3.742 0.499 -0.360
C -1.992 4.800 -0.331 -0.079
C -0.972 3.738 -0.836 -0.106
O -1.399 2.333 -0.327 -0.161
N -3.111 -1.350 -0.307 -0.037
C -3.544 -2.930 -0.146 -0.008
C -2.447 -3.629 0.687 -0.103
C -1.016 -3.188 0.130 -0.228
C -0.922 -1.846 0.154 -0.184
N 0.399 -1.303 -0.776 -0.021
C 1.492 -2.210 -0.634 -0.234
C 2.615 -1.523 -1.424 -0.271
N 2.998 -0.292 -1.197 -0.103
C 4.146 -0.368 -0.300 -0.075
C 4.714 -1.129 0.610 -0.160
C 5.754 -1.017 1.291 -0.110
C 6.247 0.227 1.681 -0.096
C 5.826 1.139 0.865 -0.089
C 4.695 1.017 0.042 -0.008
F 4.403 2.240 -0.837 -0.096
C 1.902 0.558 -0.971 -0.235
C 0.929 0.025 -0.242 -0.226
C -1.930 -1.169 -0.888 -0.157
H -3.587 1.132 -0.905 0.121
H -4.848 1.518 0.152 0.110
H -3.427 1.685 2.256 0.199
H -2.198 0.586 1.230 0.060
H -3.272 4.123 1.497 0.159
H -3.752 3.444 -0.087 0.113
H -2.634 5.344 -0.968 0.087
H -1.506 5.447 0.409 0.104
H -0.737 3.771 -1.973 0.127
H 0.115 3.797 -0.240 0.158
H -4.454 -2.789 0.339 0.059
H -3.484 -3.309 -1.321 0.180
H -2.598 -4.557 1.040 0.060
H -2.495 -3.043 1.734 0.160
H -0.398 -3.545 0.844 0.093
H -0.904 -3.763 -0.719 0.116
H -1.032 -1.220 1.246 0.217
H 1.294 -3.272 -0.894 0.124
H 1.876 -2.337 0.377 0.111
H 3.557 -2.445 -1.360 0.201
H 2.298 -1.562 -2.517 0.140
H 4.277 -2.098 0.568 0.112
H 6.044 -1.735 2.140 0.152
H 7.102 0.425 2.130 0.070
H 6.170 2.345 0.987 0.188
H 2.240 1.685 -1.090 0.181
H 1.520 0.499 -2.065 0.169
H 0.018 0.511 -0.296 0.078
H 1.248 0.150 0.780 0.148
H -1.822 -0.243 -1.128 0.063
H -1.983 -1.682 -1.805 0.132
```

LUMO energy   0.7 eV
Structure (SMILES)   O=C(CCN1CCCO1)N1CCC[C@@H](N2CCN(c3ccccc3F)CC2)C1
Kohn-Sham gap   8.1 eV